The following is a DFT calculation (ωB97M-V/def2-TZVPD) of C8H10O8P2PdS2Se4 as an isolated structure.

Values from the calculation:
multiplicity = 1
charge = -2
energy = -12125.7304 Ha
molecular weight = 782.5 g/mol

Atoms and positions in Å:
Pd (-0.90, 0.75, 0.20)
O (-4.81, 0.72, 1.87)
P (-3.27, 0.57, 1.42)
O (-3.22, 0.57, -0.09)
O (-2.44, 1.58, 2.13)
O (-2.95, -0.91, 1.99)
P (-1.43, -1.56, 1.86)
O (-1.42, -1.93, 0.29)
O (-1.40, -2.80, 2.66)
O (-0.44, -0.45, 2.05)
H (-5.38, 0.47, 1.12)
H (-1.60, -2.87, 0.17)
Se (-1.19, 2.36, -1.47)
Se (-1.30, 4.16, -2.94)
Se (-1.64, 5.73, 0.19)
Se (-1.51, 3.51, 0.49)
C (3.83, 1.27, 0.96)
C (3.02, 2.38, 1.10)
C (1.67, 2.31, 0.78)
C (1.11, 1.12, 0.33)
C (1.93, 0.01, 0.18)
C (3.28, 0.08, 0.49)
H (4.88, 1.31, 1.23)
H (3.43, 3.32, 1.46)
H (1.08, 3.21, 0.87)
H (1.52, -0.93, -0.17)
H (3.91, -0.80, 0.38)
C (0.80, -3.97, -2.18)
O (0.06, -2.77, -1.96)
C (0.38, -1.66, -2.66)
S (1.57, -1.65, -3.83)
S (-0.51, -0.28, -2.25)
H (0.42, -4.70, -1.47)
H (1.87, -3.80, -2.02)
H (0.66, -4.32, -3.20)

Mulliken charges in e: 0.592 -0.541 0.966 -0.592 -0.616 -0.237 0.525 -0.098 -0.829 -0.595 0.294 0.176 0.135 -0.491 -0.440 0.212 -0.405 -0.672 -0.133 0.842 -0.291 -0.767 0.324 0.352 0.151 0.389 0.354 -0.884 -0.068 -0.135 -0.391 -0.050 0.229 0.350 0.342


The following is a DFT calculation (ωB97M-V/def2-TZVPD) of C33H47F6N5PSV as an isolated structure.

Values from the calculation:
multiplicity = 3
charge = 0
energy = -3842.5234 Ha
molecular weight = 741.7 g/mol

Atoms and positions in Å:
V (-1.04, 1.16, -1.11)
C (5.82, 0.06, -1.05)
C (5.19, 1.30, -0.39)
C (5.61, 1.33, 1.08)
C (5.72, 2.57, -1.08)
C (3.68, 1.23, -0.56)
C (3.11, 1.18, -1.86)
C (1.76, 1.13, -2.02)
N (0.90, 1.12, -0.97)
C (1.42, 1.19, 0.30)
C (2.81, 1.24, 0.50)
C (0.42, 1.31, 1.31)
C (0.64, 1.42, 2.69)
C (-0.39, 1.58, 3.57)
C (-1.70, 1.67, 3.02)
C (-1.89, 1.57, 1.68)
N (-0.86, 1.37, 0.81)
C (-0.11, 1.70, 5.07)
C (0.74, 2.95, 5.32)
C (0.65, 0.46, 5.55)
C (-1.41, 1.82, 5.88)
H (6.91, 0.08, -0.92)
H (5.61, 0.02, -2.12)
H (5.44, -0.86, -0.59)
H (6.70, 1.38, 1.15)
H (5.28, 0.44, 1.62)
H (5.21, 2.22, 1.59)
H (6.80, 2.64, -0.96)
H (5.26, 3.46, -0.64)
H (5.49, 2.57, -2.15)
H (3.74, 1.19, -2.75)
H (1.32, 1.10, -3.00)
H (3.17, 1.29, 1.52)
H (1.67, 1.38, 3.05)
H (-2.57, 1.84, 3.65)
H (-2.87, 1.66, 1.24)
H (1.71, 2.88, 4.82)
H (0.93, 3.07, 6.40)
H (0.24, 3.85, 4.96)
H (1.60, 0.33, 5.03)
H (0.05, -0.45, 5.39)
H (0.85, 0.54, 6.63)
H (-1.96, 2.74, 5.63)
H (-1.16, 1.85, 6.94)
H (-2.07, 0.96, 5.71)
F (-0.86, 2.71, -2.65)
P (-1.12, 4.18, -1.80)
F (0.07, 3.73, -0.84)
F (-1.38, 5.46, -0.92)
F (-2.11, 3.25, -0.84)
F (-0.09, 4.90, -2.75)
F (-2.33, 4.48, -2.75)
S (-3.43, 1.13, -2.51)
C (-4.08, -0.42, -2.38)
N (-4.52, -1.15, -3.42)
C (-4.82, -2.53, -3.04)
C (-4.96, -2.41, -1.52)
N (-4.30, -1.13, -1.27)
H (-4.27, -0.87, -4.35)
H (-4.00, -3.19, -3.31)
H (-5.73, -2.89, -3.51)
H (-4.47, -3.22, -1.00)
H (-6.01, -2.36, -1.21)
H (-4.08, -0.75, -0.37)
C (-0.01, -1.99, 1.93)
C (-1.36, -2.01, 1.22)
C (-2.43, -2.64, 2.11)
C (-1.23, -2.67, -0.14)
C (-1.18, -4.05, -0.26)
C (-1.01, -4.66, -1.50)
C (-0.85, -3.87, -2.62)
C (-0.87, -2.48, -2.54)
C (-0.61, -1.64, -3.79)
C (-1.40, -2.12, -5.01)
C (0.89, -1.64, -4.11)
C (-1.07, -1.87, -1.29)
N (-1.15, -0.48, -1.18)
H (-0.08, -1.44, 2.88)
H (0.75, -1.50, 1.31)
H (0.33, -3.01, 2.14)
H (-1.65, -0.97, 1.04)
H (-2.14, -3.65, 2.44)
H (-3.40, -2.73, 1.59)
H (-2.58, -2.03, 3.00)
H (-1.28, -4.67, 0.63)
H (-0.98, -5.75, -1.58)
H (-0.69, -4.34, -3.59)
H (-0.92, -0.63, -3.57)
H (-1.04, -3.09, -5.37)
H (-1.30, -1.40, -5.83)
H (-2.47, -2.22, -4.77)
H (1.22, -2.65, -4.37)
H (1.48, -1.30, -3.25)
H (1.12, -0.98, -4.96)

Mulliken charges in e: 0.253 -1.631 1.911 -2.051 -1.621 0.614 -1.102 -1.459 0.828 -0.090 -0.409 -0.114 -0.051 0.469 -1.020 -1.113 0.815 1.847 -1.595 -1.604 -2.174 0.453 0.321 0.363 0.427 0.382 0.380 0.456 0.360 0.321 0.463 0.779 0.477 0.414 0.474 0.528 0.311 0.468 0.354 0.293 0.286 0.486 0.390 0.443 0.402 -0.541 1.533 -0.366 -0.376 -0.400 -0.392 -0.389 -0.476 0.145 -0.172 -0.402 -0.555 0.078 0.333 0.193 0.420 0.258 0.399 0.169 -1.262 2.415 -1.691 -0.151 -0.443 -1.672 -0.430 0.371 1.100 -1.657 -1.674 0.238 0.663 0.086 0.287 0.452 -1.003 0.377 0.271 0.425 0.339 0.395 0.341 -0.089 0.337 0.422 0.210 0.389 0.354 0.412


The following is a DFT calculation (ωB97M-V/def2-TZVPD) of C10H20Br2IO4PS as an isolated structure.

Values from the calculation:
multiplicity = 1
charge = -2
energy = -6878.9133 Ha
molecular weight = 554.0 g/mol

Atoms and positions in Å:
C (0.00, 2.73, 1.45)
C (0.32, 2.84, -0.19)
C (0.96, 1.36, -0.61)
C (-0.08, 0.42, -1.45)
S (0.00, -1.41, -1.08)
C (1.50, -1.85, 0.00)
I (3.27, -1.43, -1.30)
C (1.60, -3.44, 0.38)
C (1.06, -3.83, 1.89)
C (-1.52, -1.93, -0.04)
Br (-2.30, -0.43, 1.02)
C (-2.61, -2.61, -1.10)
C (-3.79, -3.48, -0.30)
Br (-3.40, -1.30, -2.39)
H (-0.93, 3.36, 1.77)
H (-0.27, 1.60, 1.66)
H (0.97, 2.95, 2.10)
H (1.18, 3.66, -0.28)
H (-0.64, 3.12, -0.80)
H (1.88, 1.61, -1.33)
H (1.36, 0.90, 0.39)
H (-1.18, 0.88, -1.36)
H (0.20, 0.54, -2.60)
H (1.55, -1.18, 0.99)
H (1.08, -4.11, -0.43)
H (2.76, -3.73, 0.35)
H (0.23, -4.67, 1.74)
H (1.90, -4.16, 2.63)
H (0.45, -2.88, 2.27)
H (-1.26, -2.79, 0.73)
H (-1.97, -3.43, -1.69)
H (-4.75, -2.82, -0.18)
H (-3.44, -3.86, 0.76)
H (-4.11, -4.46, -0.91)
O (2.44, 5.58, 0.45)
P (2.00, 6.77, -0.42)
O (1.88, 8.03, 0.46)
O (0.64, 6.47, -1.06)
O (3.04, 7.01, -1.52)

Mulliken charges in e: -0.863 -0.076 -0.397 -0.477 0.093 -0.653 -0.382 -0.347 -1.006 -0.081 -0.238 -0.004 -0.925 -0.191 0.264 0.178 0.251 0.011 0.310 0.304 0.114 0.343 0.289 0.427 0.150 0.410 0.191 0.350 0.229 0.036 0.308 0.268 0.263 0.299 -0.584 0.973 -0.637 -0.581 -0.618


The following is a DFT calculation (ωB97M-V/def2-TZVPD) of one molecule with the formula C3H2O3.

Values from the calculation:
multiplicity = 1
charge = 0
energy = -341.1797 Ha
molecular weight = 86.0 g/mol
SMILES = O=CC(=O)C=O

Atoms and positions in Å:
O (-1.74, -0.27, 1.09)
C (-0.90, 0.54, 0.80)
C (-0.05, 0.35, -0.46)
O (-0.17, 1.09, -1.41)
C (0.95, -0.80, -0.47)
O (1.22, -1.41, 0.53)
H (-0.74, 1.47, 1.38)
H (1.42, -0.98, -1.46)

Mulliken charges in e: -0.393 0.073 0.494 -0.457 0.034 -0.420 0.315 0.354


The following is a DFT calculation (ωB97M-V/def2-TZVPD) of one molecule with the formula C17H18ClN3O3.

Values from the calculation:
multiplicity = 1
charge = 0
energy = -1508.8042 Ha
molecular weight = 347.8 g/mol
SMILES = Cc1onc(-c2ccccc2Cl)c1C(=O)N1CCC(C(N)=O)CC1

Atoms and positions in Å:
C (1.05, 2.85, 0.29)
C (-0.30, 2.34, -0.04)
C (-0.90, 1.12, 0.14)
C (-2.25, 1.35, -0.27)
N (-2.39, 2.59, -0.68)
O (-1.20, 3.20, -0.55)
C (-3.42, 0.48, -0.17)
C (-4.61, 1.04, 0.28)
C (-5.75, 0.27, 0.44)
C (-5.71, -1.09, 0.17)
C (-4.54, -1.66, -0.29)
C (-3.41, -0.88, -0.46)
Cl (-2.00, -1.64, -1.10)
H (-4.50, -2.72, -0.53)
H (-6.59, -1.70, 0.30)
H (-6.66, 0.73, 0.79)
H (-4.63, 2.10, 0.49)
C (-0.35, -0.08, 0.82)
O (-0.80, -0.43, 1.90)
N (0.68, -0.70, 0.21)
C (1.13, -0.37, -1.13)
H (0.33, -0.57, -1.86)
C (2.36, -1.20, -1.50)
H (2.78, -0.79, -2.42)
H (2.09, -2.24, -1.69)
C (3.42, -1.15, -0.40)
C (4.06, 0.24, -0.32)
O (3.68, 1.21, -0.94)
N (5.11, 0.31, 0.52)
H (5.45, -0.49, 1.03)
H (5.59, 1.19, 0.63)
C (2.82, -1.53, 0.98)
C (1.32, -1.81, 0.86)
H (1.13, -2.73, 0.31)
H (0.87, -1.91, 1.85)
H (2.96, -0.72, 1.69)
H (3.31, -2.42, 1.38)
H (4.23, -1.85, -0.66)
H (1.40, 0.68, -1.19)
H (1.42, 2.36, 1.18)
H (1.00, 3.93, 0.46)
H (1.76, 2.67, -0.52)

Mulliken charges in e: -1.278 0.304 1.262 0.033 -0.742 -0.197 0.157 -0.604 -0.722 -0.376 -0.592 0.768 -0.228 0.436 0.378 0.378 0.425 0.102 -0.693 0.617 -0.353 0.353 -1.653 0.435 0.430 0.413 0.211 -0.639 -0.353 0.196 0.262 -0.863 -1.205 0.340 0.561 0.463 0.288 0.523 0.153 0.314 0.451 0.249


The following is a DFT calculation (ωB97M-V/def2-TZVPD) of C8H10ClIrNO4 as an isolated structure.

Values from the calculation:
multiplicity = 5
charge = -1
energy = -1230.6061 Ha
molecular weight = 411.8 g/mol

Atoms and positions in Å:
C (0.06, -1.31, -1.76)
C (-1.26, -1.41, -1.24)
C (-1.19, -2.07, 0.02)
C (0.18, -2.36, 0.29)
C (0.95, -1.89, -0.82)
Ir (0.00, 0.00, 0.19)
C (-1.00, 1.61, -0.74)
C (0.40, 1.87, -1.23)
C (0.74, 2.44, -2.42)
N (1.31, 1.31, -0.31)
H (-2.03, -2.27, 0.69)
H (-2.17, -1.05, -1.72)
H (0.57, -2.83, 1.19)
H (2.04, -1.95, -0.91)
H (0.34, -0.81, -2.69)
H (-1.77, 1.62, -1.52)
H (2.30, 1.43, -0.55)
H (-1.26, 2.25, 0.12)
H (-0.02, 2.88, -3.07)
H (1.79, 2.53, -2.72)
O (-0.01, -1.44, 4.38)
Cl (0.00, 0.00, 3.87)
O (-1.24, 0.73, 4.38)
O (1.25, 0.71, 4.38)
O (0.00, 0.00, 2.19)

Mulliken charges in e: -0.499 -0.423 -0.465 -0.511 -0.450 0.988 -1.036 0.684 -1.149 -0.445 0.374 0.408 0.384 0.342 0.418 0.292 0.168 0.290 0.280 0.225 -0.591 1.408 -0.585 -0.580 -0.525


The following is a DFT calculation (ωB97M-V/def2-TZVPD) of C6H5NO3 as an isolated structure.

Values from the calculation:
multiplicity = 1
charge = 0
energy = -511.8429 Ha
molecular weight = 139.1 g/mol

Atoms and positions in Å:
C (-2.84, 0.67, 0.12)
C (-0.85, 0.40, -1.37)
C (0.51, 0.08, -1.19)
C (-1.50, 0.42, -0.13)
C (0.61, 0.00, 0.34)
C (1.87, 0.08, 1.09)
N (-3.95, 0.91, 0.35)
O (-0.63, 0.45, 0.87)
O (-0.56, -2.08, 0.19)
O (0.54, -1.46, -0.10)
H (-1.32, 0.18, -2.27)
H (1.45, 0.01, -1.67)
H (2.16, 1.14, 1.27)
H (2.74, -0.10, 0.53)
H (1.79, -0.71, 1.98)

Mulliken charges in e: -0.056 -0.536 -0.543 0.611 1.038 -1.225 -0.446 -0.357 -0.457 0.071 0.389 0.501 0.353 0.392 0.264


The following is a DFT calculation (ωB97M-V/def2-TZVPD) of an isolated ion of composition C5H15N3 and charge +2.

Values from the calculation:
multiplicity = 1
charge = +2
energy = -363.1499 Ha
molecular weight = 117.2 g/mol
SMILES = C[C@@H]([NH3+])C/C(N)=C/[NH3+]

Atoms and positions in Å:
C (-1.97, 1.12, 0.37)
C (-0.48, 1.30, 0.53)
C (0.24, 0.08, 1.07)
C (0.36, -0.97, -0.05)
C (1.19, -0.75, -1.09)
N (1.44, -1.60, -2.27)
N (-0.54, -1.97, 0.02)
N (-0.06, 2.47, 1.43)
H (-2.42, 2.10, 0.15)
H (-2.03, 0.53, -0.55)
H (-2.48, 0.51, 1.13)
H (-0.04, 1.55, -0.44)
H (-0.19, -0.42, 1.95)
H (1.23, 0.19, 1.57)
H (1.90, 0.08, -1.12)
H (1.53, -0.96, -3.07)
H (0.70, -2.29, -2.40)
H (2.37, -2.00, -2.17)
H (-1.30, -1.97, 0.68)
H (-0.63, -2.67, -0.69)
H (0.95, 2.54, 1.50)
H (-0.40, 2.36, 2.40)
H (-0.53, 3.37, 1.27)

Mulliken charges in e: -1.346 0.302 -1.299 0.754 -0.932 -0.182 -0.400 -0.305 0.406 0.393 0.338 0.322 0.493 0.501 0.408 0.382 0.323 0.383 0.224 0.104 0.376 0.366 0.388


| no. | strongest force on any atom (eV/Å) |
| --- | --- |
| 1 | 4.3 |
| 2 | 2.0 |
| 3 | 3.1 |
| 4 | 0.6 |
| 5 | 1.2 |
| 6 | 4.4 |
| 7 | 4.0 |
| 8 | 2.2 |